53
Properties=species:S:1:pos:R:3:lowdin_charge:R:1 method="wB97M-V/def2-TZVPD" charge=0 orbital_gap_ev=8.81 homo_ev=-8.43 spin_multiplicity=1 smiles="CNC(=O)[C@H](Cc1ccc(O)cc1)NC(C)=O.Nc1cc(S(N)(=O)=O)ccc1O" max_force_ev_per_a=3.03 relative_energy_kj_mol=0.0 e_lumo_ha=0.014
C 3.6708 4.8807 -2.9476 -0.061
N 4.4274 4.4675 -1.7649 0.031
C 4.3447 3.3096 -1.1008 -0.457
O 5.0347 3.1431 -0.1016 0.054
C 3.3595 2.2156 -1.5585 -0.204
C 1.9825 2.4528 -0.9136 -0.097
C 0.8885 1.5235 -1.3992 -0.239
C 0.2160 1.8043 -2.6050 -0.038
C -0.7814 0.9291 -3.0751 -0.001
C -1.1088 -0.2259 -2.3358 -0.314
O -2.0509 -1.0831 -2.8028 0.048
C -0.4387 -0.5058 -1.1257 -0.004
C 0.5590 0.3705 -0.6600 -0.021
N 3.8552 0.8806 -1.1915 0.123
C 3.7943 -0.2542 -1.8865 -0.552
C 3.2650 -0.2554 -3.3075 0.015
O 4.1861 -1.2996 -1.3925 0.035
H 3.8913 4.2213 -3.7891 0.084
H 3.9499 5.9001 -3.2215 0.089
H 2.5999 4.8606 -2.7398 0.073
H 5.0962 5.1199 -1.3823 0.146
H 3.2528 2.2823 -2.6389 0.127
H 1.6679 3.4772 -1.1143 0.112
H 2.0774 2.3561 0.1697 0.129
H 0.4663 2.6888 -3.1730 0.109
H -1.2999 1.1277 -4.0013 0.112
H -1.9141 -1.9643 -2.4570 0.089
H -0.6820 -1.3934 -0.5611 0.091
H 1.0868 0.1466 0.2577 0.117
H 4.2993 0.8063 -0.2875 0.152
H 2.2169 0.0301 -3.3099 0.063
H 3.8497 0.4318 -3.9147 0.081
H 3.3599 -1.2619 -3.7117 0.087
N -2.3960 -0.1265 4.4839 0.109
C -3.0122 -1.3581 4.2813 -0.249
C -3.0418 -1.9354 3.0071 -0.009
C -3.6679 -3.1779 2.8013 -0.265
S -3.7321 -3.9733 1.1696 0.644
N -2.7751 -3.0922 0.1521 -0.078
O -5.0440 -3.8915 0.5313 -0.326
O -3.1676 -5.3211 1.1396 -0.320
C -4.2620 -3.8349 3.8872 -0.070
C -4.2348 -3.2601 5.1608 -0.009
C -3.6141 -2.0255 5.3634 -0.250
O -3.6070 -1.4734 6.6197 0.055
H -2.5490 0.2911 5.4030 0.097
H -2.2802 0.4947 3.6870 0.102
H -2.5688 -1.4131 2.1808 0.107
H -3.4408 -2.6023 -0.4325 0.066
H -2.2862 -3.8038 -0.3745 0.069
H -4.7467 -4.7991 3.7407 0.120
H -4.7031 -3.7819 5.9882 0.118
H -3.9928 -2.0980 7.2532 0.114



63
Properties=species:S:1:pos:R:3:lowdin_charge:R:1 method="wB97M-V/def2-TZVPD" charge=+1 orbital_gap_ev=6.10 homo_ev=-9.70 spin_multiplicity=1 max_force_ev_per_a=1.27 relative_energy_kj_mol=57.5 e_lumo_ha=-0.132
C 1.9068 -1.0927 -3.6960 -0.102
N 2.1904 -1.1196 -2.2617 -0.336
C 2.3752 -2.4814 -1.7657 -0.077
C 3.2893 -0.2208 -1.9104 -0.077
H 1.6957 -0.0626 -4.0042 0.086
H 2.7536 -1.4884 -4.2932 0.099
H 1.0236 -1.7030 -3.9078 0.082
H 2.9684 -2.4601 -0.8451 0.087
H 1.3954 -2.9233 -1.5444 0.061
H 2.8877 -3.1161 -2.5113 0.094
H 3.7484 -0.5485 -0.9717 0.086
H 4.0584 -0.2000 -2.7036 0.093
H 2.8976 0.7953 -1.7716 0.072
C -2.6751 -3.1012 3.5679 -0.152
C -3.2851 -4.2022 2.7026 -0.140
N -2.7050 -4.1921 1.3836 -0.059
C -2.8785 -5.2625 0.4186 -0.105
C -2.1155 -4.7597 -0.8328 -0.078
C -1.6660 -3.3808 -0.4750 -0.137
C -1.0377 -2.3844 -1.1837 0.030
C -0.7288 -1.1260 -0.5524 -0.181
C -0.0082 -0.1701 -1.3126 0.043
C 0.4173 1.1149 -0.8817 -0.215
C 0.4834 2.1939 -1.8351 0.045
C 0.7178 3.4778 -1.3952 -0.137
C 0.9103 3.6896 -0.0157 -0.121
N 1.0722 5.0010 0.2538 -0.068
C 1.2852 5.5122 1.5784 -0.140
C 0.7465 4.5391 2.6299 -0.151
C 1.1169 3.0676 2.3740 -0.130
C 0.9286 2.6687 0.9472 -0.133
C 0.7677 1.3731 0.4783 0.029
C 1.0882 5.8130 -0.9463 -0.106
C 0.7903 4.8008 -2.0830 -0.079
C -1.2346 -0.8986 0.7720 0.057
C -1.8938 -1.8908 1.4896 -0.132
C -2.0585 -3.1301 0.8540 -0.119
C -2.5238 -1.7516 2.8353 -0.128
H -3.2977 -2.9685 4.4575 0.119
H -1.6835 -3.4224 3.9086 0.122
H -3.1121 -5.1910 3.1508 0.133
H -4.3799 -4.0675 2.6354 0.135
H -2.4690 -6.2058 0.8073 0.128
H -3.9446 -5.4396 0.2017 0.131
H -1.2667 -5.4207 -1.0489 0.125
H -2.7593 -4.7575 -1.7193 0.126
H -0.7699 -2.5442 -2.2302 0.125
H -0.0064 -0.3412 -2.3866 0.101
H 0.2915 1.9922 -2.8916 0.129
H 2.3633 5.6816 1.7542 0.135
H 0.7816 6.4868 1.6519 0.132
H 1.1235 4.8508 3.6073 0.118
H -0.3483 4.6161 2.6573 0.123
H 2.1619 2.8812 2.6622 0.130
H 0.5024 2.4273 3.0185 0.121
H 0.8781 0.5388 1.1728 0.130
H 0.3308 6.6099 -0.8841 0.129
H 2.0716 6.2854 -1.0952 0.129
H 1.5761 4.8411 -2.8474 0.125
H -0.1565 5.0601 -2.5716 0.125
H -1.1174 0.0792 1.2363 0.115
H -3.5301 -1.3184 2.7206 0.132
H -1.9436 -1.0539 3.4477 0.122



15
Properties=species:S:1:pos:R:3:lowdin_charge:R:1 method="wB97M-V/def2-TZVPD" charge=0 orbital_gap_ev=9.47 homo_ev=-8.68 spin_multiplicity=1 smiles="O=CCC1(O)CC1" max_force_ev_per_a=1.99 relative_energy_kj_mol=232.6 e_lumo_ha=0.029
O -2.1110 0.7945 -1.5862 0.048
C -1.9046 -0.2741 -1.0482 -0.203
C -0.9354 -0.5274 0.0918 -0.087
C 0.2395 0.4362 0.1839 -0.418
O -0.1564 1.7642 -0.0062 0.014
C 1.3476 0.2933 1.1384 -0.145
C 1.7272 -0.3821 -0.1330 -0.037
H -2.4921 -1.1563 -1.3700 0.126
H -0.5391 -1.5330 -0.0366 0.110
H -1.5708 -0.5572 0.9954 0.141
H -0.9326 1.7917 -0.6020 0.069
H 1.3395 -0.3942 1.9592 0.101
H 1.8104 1.2692 1.2996 0.124
H 2.5933 -0.0592 -0.6997 0.078
H 1.5845 -1.4656 -0.1864 0.079



47
Properties=species:S:1:pos:R:3:lowdin_charge:R:1 method="wB97M-V/def2-TZVPD" charge=0 orbital_gap_ev=8.91 homo_ev=-8.19 spin_multiplicity=1 smiles="CCCCCCOc1ccc([C@H](CC(=O)NC)C(=O)O)cc1" max_force_ev_per_a=0.66 relative_energy_kj_mol=36.3 e_lumo_ha=0.027
C -3.5402 -2.9869 0.4262 -0.109
C -4.3140 -1.9586 1.2429 -0.269
C -5.1967 -1.0465 0.3888 -0.225
C -4.4440 -0.1980 -0.6374 -0.217
C -3.4561 0.7760 -0.0021 -0.178
C -2.8283 1.6937 -1.0533 -0.204
O -1.8880 2.5908 -0.5016 -0.044
C -0.6597 2.1342 -0.1264 -0.266
C -0.1557 0.8598 -0.3624 -0.003
C 1.1217 0.5257 0.0521 -0.013
C 1.9267 1.4413 0.7134 -0.198
C 3.3275 1.1120 1.1592 -0.171
C 4.3114 0.9658 -0.0159 -0.041
C 4.1964 -0.4000 -0.6761 -0.477
O 3.5745 -1.3247 -0.1962 0.067
N 4.8706 -0.4958 -1.8414 0.012
C 4.9458 -1.7205 -2.6004 -0.065
C 3.4518 -0.1327 2.0315 -0.523
O 4.5088 -0.5471 2.4311 0.108
O 2.2835 -0.6459 2.4095 0.128
C 1.4179 2.7155 0.9444 -0.026
C 0.1487 3.0607 0.5328 0.000
H -2.7952 -2.5083 -0.2038 0.061
H -4.2160 -3.5563 -0.2088 0.074
H -3.0244 -3.6802 1.0865 0.069
H -3.6157 -1.3575 1.8272 0.099
H -4.9598 -2.4844 1.9505 0.104
H -5.9245 -1.6640 -0.1437 0.108
H -5.7534 -0.3807 1.0529 0.108
H -5.1770 0.3711 -1.2154 0.114
H -3.9157 -0.8488 -1.3364 0.107
H -3.9666 1.3939 0.7394 0.127
H -2.6626 0.2303 0.5100 0.102
H -3.5961 2.3378 -1.4924 0.131
H -2.3768 1.1035 -1.8614 0.124
H -0.7431 0.1115 -0.8708 0.106
H 1.4885 -0.4707 -0.1324 0.108
H 3.6889 1.9374 1.7855 0.155
H 4.1403 1.7578 -0.7469 0.130
H 5.3320 1.0498 0.3659 0.132
H 5.3926 0.2961 -2.1804 0.137
H 4.5356 -1.5791 -3.6021 0.083
H 4.3576 -2.4673 -2.0701 0.083
H 5.9784 -2.0651 -2.6803 0.084
H 2.4340 -1.4449 2.9384 0.142
H 2.0222 3.4509 1.4575 0.113
H -0.2457 4.0486 0.7121 0.116



11
Properties=species:S:1:pos:R:3:lowdin_charge:R:1 method="wB97M-V/def2-TZVPD" charge=-1 orbital_gap_ev=7.78 homo_ev=-4.10 spin_multiplicity=1 max_force_ev_per_a=1.49 relative_energy_kj_mol=0.0 e_lumo_ha=0.135
C 0.0047 2.7785 2.2047 -0.042
C 0.2987 1.7338 1.6637 -0.001
H -0.2564 3.7064 2.6852 -0.006
H 0.5598 0.8059 1.1833 -0.010
O 1.0094 -2.7421 -1.3490 -0.117
O 1.1614 -1.1105 0.2296 -0.128
C 0.6494 -1.6786 -0.7738 -0.783
C -0.6175 -0.9951 -1.3582 -0.068
H -1.5055 -1.4053 -0.8485 0.057
H -0.5921 0.0958 -1.1971 0.046
H -0.7118 -1.1889 -2.4399 0.051